This record from the OMol25 dataset describes a structure of composition C39H47As2CsFN3O11P. The level of theory is the ωB97M-V functional and the def2-TZVPD basis.

Calculated values
Total energy: -7438.810327 Ha
Molecular weight: 1066.5 g mol⁻¹
Relative energy (zero: lowest compared OMol25 entry of this formula, charge and spin): 31.0 kcal per mole
HOMO: -9.327 eV

The geometry in ORCA input format:
```
! wB97M-V def2-TZVPD RIJCOSX def2/J DEFGRID3
* xyz 1 1
Cs -0.21059 0.21317 -0.74680
F -0.74147 -0.70599 7.49191
C -0.72528 0.41061 6.72452
C -0.70642 0.29542 5.36464
C -0.60515 1.43983 4.57825
C -0.59701 1.28863 3.10709
O -0.75793 0.18747 2.58981
C -0.40232 2.51518 2.35959
C -0.34037 3.68493 3.01952
N -0.43078 3.82840 4.38326
C -0.37577 5.14058 4.97045
C -1.17591 6.23031 4.32976
C -1.60337 5.67564 5.65592
C -0.53369 2.70046 5.18114
C -0.58865 2.79670 6.57815
C -0.68518 1.65880 7.35556
N -0.72987 1.81499 8.77472
C -1.38677 0.84387 9.63160
C -1.60442 1.50747 11.00594
N -1.50287 3.00066 10.81774
C -0.07731 3.39271 10.48500
C 0.42796 2.40016 9.42831
C -0.40350 2.45506 0.85166
O 0.64761 2.67614 0.23266
O -1.49806 2.08583 0.34595
H -0.75133 -0.67444 4.88711
H -0.20189 4.62068 2.49477
H 0.58739 5.41109 5.38934
H -1.77930 5.96315 3.47469
H -0.73070 7.21352 4.29775
H -2.47122 5.03038 5.65168
H -1.46899 6.28346 6.53995
H -0.59537 3.76237 7.06307
H -0.81121 -0.07102 9.79201
H -2.34261 0.56453 9.19259
H -0.83138 1.25860 11.73080
H -2.57920 1.29522 11.43819
H -1.84550 3.51307 11.62886
H -2.07797 3.24890 10.00893
H 0.47475 3.36114 11.42227
H -0.12576 4.41917 10.12531
H 1.05774 1.63372 9.89657
H 1.04157 2.92724 8.70290
C 4.47722 0.69574 0.64040
P 3.01160 -0.00601 -0.21493
C 3.29033 0.64668 -1.91418
C 3.51972 -1.76029 -0.40556
C 4.44511 -2.21384 -1.34760
C 4.79163 -3.55399 -1.42420
C 4.21916 -4.47243 -0.55273
C 3.29644 -4.04079 0.38750
C 2.94769 -2.69771 0.45246
H 5.41689 0.45827 0.13745
H 4.51789 0.30790 1.65876
H 4.36830 1.77956 0.70040
H 4.33924 0.62925 -2.21580
H 2.94301 1.68079 -1.95314
H 2.72364 0.07436 -2.65148
H 4.90504 -1.51266 -2.03278
H 5.51016 -3.88378 -2.16328
H 4.48867 -5.51863 -0.61094
H 2.83944 -4.75006 1.06547
H 2.21258 -2.37320 1.18221
C -5.08706 4.73940 -1.49748
O -4.56766 3.42868 -1.78398
C -4.44936 2.63583 -0.71604
O -4.70384 2.97435 0.40916
C -3.81078 1.31702 -1.12519
C -3.98360 0.83555 -2.36748
As -5.85274 0.37960 -2.85323
C -7.00450 1.49645 -1.74602
C -5.69712 -1.06194 -1.40758
C -4.77631 -1.22738 -0.45460
As -3.20836 -0.03336 0.20484
C -4.17518 0.56648 1.80027
C -4.83858 -2.43593 0.44032
O -4.37319 -2.45014 1.55553
O -5.44638 -3.48677 -0.12215
C -5.60561 -4.63162 0.73526
C -6.93041 -1.93406 -1.53055
O -7.89614 -1.72693 -0.85298
O -7.00819 -2.78480 -2.57503
C -5.81840 -3.20842 -3.25417
C -3.00649 -0.17228 -2.91149
O -1.87861 -0.31434 -2.47687
O -3.46915 -0.81843 -3.97158
C -2.56190 -1.75433 -4.57850
H -5.19153 5.21288 -2.46854
H -4.37980 5.28303 -0.87419
H -6.04271 4.67221 -0.98169
H -7.16551 2.44431 -2.25517
H -6.66492 1.64635 -0.72679
H -7.93915 0.93414 -1.71502
H -5.21910 0.78503 1.60091
H -3.67194 1.45839 2.16339
H -4.07649 -0.26781 2.49047
H -6.09890 -5.37562 0.11760
H -6.21906 -4.37394 1.59530
H -4.63409 -4.98263 1.07563
H -5.95864 -4.26084 -3.48921
H -4.94026 -3.09966 -2.62596
H -5.70025 -2.62708 -4.16877
H -3.09876 -2.15171 -5.43418
H -2.31625 -2.54695 -3.87387
H -1.65324 -1.25029 -4.89845
*
```